# 1
61
Properties=species:S:1:pos:R:3 method="wB97M-V/def2-TZVPD" e_lumo_ha=0.012 total_charge=0 total_energy_ha=-22576.5847
H 3.991 4.980 -4.171
H 2.971 3.657 1.493
O 1.257 1.185 -0.833
H -0.249 -0.199 6.601
C 0.591 -1.508 -1.201
O 4.346 2.495 0.436
C -2.038 -0.349 5.431
N 1.445 -2.128 -0.731
H 4.180 0.713 2.544
Br -2.811 -6.450 -0.724
H -3.359 -3.409 -1.488
H 1.947 3.417 -1.847
Br -0.979 -4.169 -2.947
H -2.863 -7.493 -2.960
H 6.280 3.445 -2.820
C 4.643 1.131 0.504
C -1.253 -6.084 -3.106
Br -3.506 0.775 4.850
Si 1.594 2.802 -0.518
C 4.994 4.567 -4.156
C -3.224 1.832 1.331
C -1.054 0.693 0.720
C 2.998 2.739 0.910
H -3.403 -5.804 -3.052
H -1.119 -6.311 -4.161
H -4.722 -2.653 0.363
H -2.854 2.733 0.841
Br -4.664 -2.730 -3.468
H 5.826 1.331 2.233
O -0.346 -0.760 -1.699
H -2.988 1.907 2.390
H 5.588 4.923 -2.127
H -4.310 1.799 1.249
H -0.928 1.804 -1.871
Br 3.952 3.066 -1.933
H -0.470 -6.564 -2.529
H -3.402 -1.642 -1.622
H -1.337 1.190 6.790
C 5.402 4.083 -2.792
C -0.951 0.456 6.090
H -2.474 -1.052 6.136
H 5.419 -0.351 1.809
C -2.639 -6.472 -2.663
H -1.689 -0.886 4.553
H 2.699 1.907 1.551
H 5.700 5.311 -4.520
O 4.621 0.440 -0.453
C -5.120 -2.532 -0.642
Cl -2.974 -0.802 1.920
Br 0.111 1.429 4.779
C -4.002 -2.546 -1.646
Br 5.034 3.137 -5.470
H -3.055 0.287 -0.158
C 5.041 0.663 1.881
Br -6.043 -0.819 -0.625
H -0.746 1.520 1.361
H -5.870 -3.293 -0.830
H 0.344 3.416 0.020
C -2.586 0.575 0.781
H -0.613 -0.195 1.180
Si -0.331 0.796 -0.982

---

# 2
53
Properties=species:S:1:pos:R:3 method="wB97M-V/def2-TZVPD" e_lumo_ha=0.013 total_charge=0 total_energy_ha=-2039.6140
C -3.104 3.681 -0.081
C -1.322 3.549 1.636
C -0.710 -2.335 -1.972
H 3.158 -0.820 -2.111
O 0.848 2.725 -3.665
H -4.304 0.005 -2.044
H -0.116 0.035 -3.853
H -2.151 0.563 4.725
H -3.658 -1.480 2.090
H -4.289 1.736 -1.734
H -4.121 3.444 -0.387
O -0.099 1.966 -1.753
C -3.932 0.498 0.031
C 0.514 1.846 -2.906
H -3.787 -0.581 0.142
H 0.864 -2.253 -3.450
C -2.680 2.972 1.209
H -0.248 -2.064 -0.049
H -6.093 0.446 -0.121
H -1.927 -1.431 2.406
H -5.484 1.917 0.623
H -1.453 -1.870 -2.618
H -0.846 -3.414 -2.010
C 0.781 0.370 -3.326
H -2.430 3.446 -0.909
H -0.901 3.075 2.522
C -5.327 0.839 0.553
H -5.519 0.413 1.538
C 0.713 -1.976 -2.402
H -1.425 4.617 1.848
C 2.358 -1.002 -0.103
C -3.810 0.793 -1.471
H 2.551 0.714 -1.456
H -2.785 0.878 -1.849
C -2.914 0.497 2.710
H -0.598 3.457 0.822
H 1.613 0.361 -4.034
C -1.953 1.048 3.765
C 2.360 -0.359 -1.530
O -1.005 -1.850 -0.628
O 1.392 -0.548 0.674
Ca -0.183 0.357 -0.402
H -3.065 -1.393 3.744
N 1.019 -0.549 -2.181
H -0.907 0.852 3.516
O 3.152 -1.877 0.154
H -2.063 2.123 3.910
H -3.418 3.160 1.995
H -3.922 0.843 2.956
H 1.413 -2.573 -1.814
H -3.049 4.761 0.077
C -2.894 -1.033 2.727
P -2.517 1.138 1.032